96
Properties=species:S:1:pos:R:3:forces:R:3 method="wB97M-V/def2-TZVPD" spin_multiplicity=1 de_lowest_kj_mol=96.6 e_homo_ev=-1.481 total_charge=-2 fmax_ev_per_a=3.21 orbital_gap_ev=5.276 lumo_energy_ev=3.80
Sn 0.065 -0.277 0.461 -0.391 -0.243 0.060
Cl -5.356 4.984 -0.612 -2.027 -0.371 1.143
O -1.937 -0.516 -0.794 0.888 0.457 -1.339
O -6.189 5.479 0.483 0.762 -0.400 0.077
O -4.463 6.013 -1.004 1.136 0.919 -0.588
O -6.272 4.661 -1.678 0.277 -0.340 -0.694
O -4.610 3.804 -0.222 -0.106 0.166 0.031
N 0.373 -1.331 -1.890 -0.947 0.257 -0.651
N -0.289 -1.792 1.587 -0.358 -1.400 0.809
N -0.698 -1.148 -2.696 -0.718 1.053 -0.258
N 2.379 -1.380 -0.169 -0.052 -0.914 0.374
C 1.864 4.138 2.590 -0.941 1.662 1.443
C -0.324 -4.057 4.509 -0.957 -0.310 0.000
C -1.011 -4.155 1.771 0.936 1.320 -0.086
C 3.865 -2.194 -1.810 0.353 -1.902 0.120
C -1.189 -4.351 0.284 -0.067 -2.329 -0.648
C 3.867 2.818 1.161 1.101 0.369 -1.001
C -0.496 -2.927 2.329 0.089 1.306 -1.755
C 1.580 -1.890 5.265 0.890 -0.114 0.856
C 0.127 -4.314 -0.489 -0.222 2.310 -0.352
C -3.743 0.793 -2.297 -0.595 0.560 -1.240
C 1.885 -1.761 -3.888 -0.666 1.409 -0.057
C -0.959 -5.204 3.982 0.981 0.858 -0.300
C 2.560 3.157 0.465 0.444 -1.229 -0.757
C 0.746 2.351 -2.788 0.903 0.407 -0.343
C -1.759 -0.597 -2.060 0.403 -0.870 1.124
C -4.078 0.066 -4.969 -0.635 -0.358 -1.415
C 4.812 -2.397 -0.828 1.490 0.855 -0.087
C 0.113 3.570 -0.712 -1.200 -0.538 0.527
C -2.862 -0.067 -2.909 0.427 -0.516 -0.153
C -0.933 4.448 1.466 -1.299 -1.286 -0.517
C 4.603 -1.979 0.472 -1.265 -0.283 -0.668
C -2.326 -3.594 -0.389 0.024 0.530 1.691
C 2.379 2.662 -0.854 -0.312 1.115 0.351
C 3.473 2.038 -1.731 -1.073 -0.792 0.764
C 3.317 -1.536 0.759 0.078 0.229 0.084
C -0.131 -2.925 3.703 0.305 -0.673 0.674
C -3.026 -0.452 -4.264 -0.403 0.840 1.561
C 1.488 -1.585 -2.459 1.931 -0.894 2.401
C -1.309 3.644 -1.304 1.609 0.150 0.509
C 1.513 3.713 1.233 0.016 -0.025 -1.698
C -4.781 1.324 -3.082 0.339 0.938 2.087
C -4.934 1.018 -4.382 0.208 -1.840 -1.260
C 0.556 -1.680 4.186 -0.495 -0.166 0.251
C -1.153 -5.224 2.608 -1.195 -0.962 -0.008
C 0.236 3.910 0.664 0.980 -0.253 -1.003
C 1.118 2.910 -1.431 -0.414 -0.435 0.294
C -0.395 -0.587 4.655 0.581 -0.659 1.754
C 2.601 -1.815 -1.413 -1.038 2.077 -1.532
H 4.668 2.428 0.470 -0.911 0.578 0.490
H -2.340 -1.166 -4.618 0.636 -0.743 -0.698
H -1.969 4.026 1.121 2.025 0.622 0.696
H -0.094 -4.064 5.584 0.094 0.276 -0.427
H -1.293 3.817 -2.374 -0.269 -0.372 -0.016
H 1.056 -1.418 -4.534 0.466 -0.465 0.187
H 4.309 3.648 1.733 -0.180 -0.148 -0.197
H 1.156 -2.070 6.256 -0.456 0.084 0.018
H -1.555 -6.144 2.172 0.082 0.093 0.043
H -5.430 2.029 -2.588 -0.284 0.186 -0.030
H -3.636 1.138 -1.286 0.098 -0.223 0.260
H 0.179 0.315 4.626 0.281 0.941 0.471
H -0.806 -0.771 5.688 0.368 0.164 -0.892
H -0.086 -4.424 -1.566 0.288 -0.012 0.294
H -0.285 2.457 -3.049 -0.515 -0.254 0.185
H 0.696 -3.371 -0.310 -0.597 -0.547 -0.250
H 0.728 -5.090 -0.122 1.033 -1.338 0.282
H 3.706 2.010 1.838 -0.184 -0.630 0.773
H 2.251 -2.754 5.153 0.006 0.337 -0.527
H -1.014 5.524 1.356 -0.006 0.302 0.148
H 3.503 0.930 -1.707 0.106 0.342 0.613
H 2.349 5.152 2.634 -0.062 -0.880 -0.219
H 4.459 2.434 -1.568 0.390 0.153 0.159
H 4.076 -2.612 -2.790 -0.169 0.415 -0.014
H 2.785 -1.156 -4.083 -0.317 0.081 -0.002
H 0.992 -1.200 3.307 0.379 -0.466 -0.120
H -2.105 -2.541 -0.292 -0.151 0.235 -0.051
H 0.960 4.284 3.204 0.383 -0.206 -0.138
H 2.203 -2.766 -4.067 -0.208 -0.856 -0.344
H -5.808 1.283 -4.930 -0.437 0.656 -0.322
H 1.258 2.918 -3.555 0.348 0.312 -0.418
H -1.781 4.501 -0.890 -0.792 0.516 0.350
H -0.775 4.179 2.521 -0.386 0.267 -0.352
H -3.232 -3.784 0.179 -0.282 0.064 0.178
H -1.379 -5.468 0.213 -0.520 0.941 0.034
H -4.327 -0.330 -5.998 0.477 0.620 1.123
H -2.575 -3.794 -1.406 0.392 -0.541 -0.947
H 3.193 2.188 -2.745 -0.037 0.563 -0.994
H 5.812 -2.733 -1.103 -0.236 -0.142 -0.040
H -1.234 -6.101 4.509 0.226 -0.013 0.600
H 2.156 -0.960 5.380 0.176 -0.274 -0.022
H 5.352 -2.029 1.218 0.547 -0.178 0.638
H 1.043 1.326 -2.980 0.016 -0.352 0.408
H -1.170 -0.442 3.981 -1.623 0.054 -1.268
H -1.808 2.729 -0.965 -0.346 0.191 -0.530
H 2.477 3.422 3.092 0.495 -0.335 0.420
H 3.035 -1.318 1.787 -0.120 0.295 -0.128

---

39
Properties=species:S:1:pos:R:3:forces:R:3 method="wB97M-V/def2-TZVPD" spin_multiplicity=6 de_lowest_kj_mol=2.3 e_homo_ev="-10.811 / -10.871" total_charge=+1 fmax_ev_per_a=0.20 orbital_gap_ev="7.368 / 5.602" lumo_energy_ev="-3.44 / -5.27"
I -0.096 -1.450 -3.399 0.021 -0.022 -0.021
Sb -2.632 -3.121 3.903 0.010 0.041 0.076
Ru -1.681 -1.211 1.525 -0.096 -0.050 0.128
Cl -2.041 3.898 -3.191 -0.002 0.005 -0.010
S -2.007 -0.749 3.687 -0.042 0.007 0.058
S -0.449 -4.059 4.027 0.007 -0.001 -0.005
S -2.848 -3.160 1.503 0.051 -0.040 -0.139
O 0.407 -1.927 1.768 -0.058 -0.073 0.002
O -1.253 -1.208 -0.407 -0.036 -0.025 -0.073
O 0.649 0.241 1.315 -0.043 0.094 0.000
N 3.011 0.116 0.401 0.021 0.025 -0.007
N -2.303 0.790 0.909 -0.021 0.195 -0.032
C -1.797 2.396 -2.372 0.009 -0.025 0.029
C -3.127 3.016 1.067 -0.023 0.118 -0.054
C -2.203 2.264 -1.017 0.003 -0.002 0.012
C -2.857 1.757 1.614 0.026 -0.110 0.017
C -1.002 0.113 -2.380 -0.017 0.014 0.026
C -2.800 3.276 -0.238 -0.003 -0.055 0.044
C 3.097 -0.033 -1.094 0.000 -0.045 -0.062
C 2.502 -1.194 0.947 -0.025 -0.100 0.040
C 2.570 -2.187 -0.227 0.030 -0.013 0.000
C -1.983 1.025 -0.395 0.049 -0.118 -0.035
C -1.396 -0.076 -1.076 -0.028 0.072 0.047
C -1.210 1.351 -3.025 -0.002 -0.003 -0.024
C 3.454 -1.498 -1.269 -0.032 0.006 0.014
C 1.069 -0.924 1.405 0.170 0.022 -0.077
H 3.809 0.682 -1.495 0.001 0.005 0.015
H 1.568 -2.349 -0.626 -0.007 0.015 0.007
H -0.906 1.470 -4.056 0.001 0.012 0.003
H -3.586 3.770 1.690 -0.002 0.002 -0.010
H 3.245 -1.838 -2.280 0.004 0.008 -0.004
H -2.992 4.244 -0.679 -0.005 0.004 0.010
H 2.958 -3.150 0.095 0.003 0.004 -0.002
H -3.094 1.536 2.646 0.003 -0.009 -0.001
H 3.113 -1.493 1.797 0.027 0.016 -0.014
H 3.913 0.367 0.797 -0.010 0.018 0.015
H 2.102 0.176 -1.489 -0.003 0.014 0.013
H 4.515 -1.661 -1.067 0.001 0.001 0.008
H 2.283 0.802 0.685 0.018 -0.006 0.004

---

Copy entry 2 word for word.
39
Properties=species:S:1:pos:R:3:forces:R:3 method="wB97M-V/def2-TZVPD" spin_multiplicity=6 de_lowest_kj_mol=2.3 e_homo_ev="-10.811 / -10.871" total_charge=+1 fmax_ev_per_a=0.20 orbital_gap_ev="7.368 / 5.602" lumo_energy_ev="-3.44 / -5.27"
I -0.096 -1.450 -3.399 0.021 -0.022 -0.021
Sb -2.632 -3.121 3.903 0.010 0.041 0.076
Ru -1.681 -1.211 1.525 -0.096 -0.050 0.128
Cl -2.041 3.898 -3.191 -0.002 0.005 -0.010
S -2.007 -0.749 3.687 -0.042 0.007 0.058
S -0.449 -4.059 4.027 0.007 -0.001 -0.005
S -2.848 -3.160 1.503 0.051 -0.040 -0.139
O 0.407 -1.927 1.768 -0.058 -0.073 0.002
O -1.253 -1.208 -0.407 -0.036 -0.025 -0.073
O 0.649 0.241 1.315 -0.043 0.094 0.000
N 3.011 0.116 0.401 0.021 0.025 -0.007
N -2.303 0.790 0.909 -0.021 0.195 -0.032
C -1.797 2.396 -2.372 0.009 -0.025 0.029
C -3.127 3.016 1.067 -0.023 0.118 -0.054
C -2.203 2.264 -1.017 0.003 -0.002 0.012
C -2.857 1.757 1.614 0.026 -0.110 0.017
C -1.002 0.113 -2.380 -0.017 0.014 0.026
C -2.800 3.276 -0.238 -0.003 -0.055 0.044
C 3.097 -0.033 -1.094 0.000 -0.045 -0.062
C 2.502 -1.194 0.947 -0.025 -0.100 0.040
C 2.570 -2.187 -0.227 0.030 -0.013 0.000
C -1.983 1.025 -0.395 0.049 -0.118 -0.035
C -1.396 -0.076 -1.076 -0.028 0.072 0.047
C -1.210 1.351 -3.025 -0.002 -0.003 -0.024
C 3.454 -1.498 -1.269 -0.032 0.006 0.014
C 1.069 -0.924 1.405 0.170 0.022 -0.077
H 3.809 0.682 -1.495 0.001 0.005 0.015
H 1.568 -2.349 -0.626 -0.007 0.015 0.007
H -0.906 1.470 -4.056 0.001 0.012 0.003
H -3.586 3.770 1.690 -0.002 0.002 -0.010
H 3.245 -1.838 -2.280 0.004 0.008 -0.004
H -2.992 4.244 -0.679 -0.005 0.004 0.010
H 2.958 -3.150 0.095 0.003 0.004 -0.002
H -3.094 1.536 2.646 0.003 -0.009 -0.001
H 3.113 -1.493 1.797 0.027 0.016 -0.014
H 3.913 0.367 0.797 -0.010 0.018 0.015
H 2.102 0.176 -1.489 -0.003 0.014 0.013
H 4.515 -1.661 -1.067 0.001 0.001 0.008
H 2.283 0.802 0.685 0.018 -0.006 0.004